# 1
A molecular structure, C39H49Br2N4OSSbSi3Ti, computed with the ωB97M-V functional and the def2-TZVPD basis.

```
! RIJCOSX wB97M-V def2-TZVPD def2/J DEFGRID3
* xyz 2 1
Ti 0.740 -0.293 -0.020
C 4.529 2.041 -2.029
C 4.778 1.152 -0.841
C 6.129 0.952 -0.475
C 6.427 0.437 0.740
C 5.377 0.133 1.634
C 5.573 -0.123 3.010
Br 7.300 -0.262 3.716
C 4.515 -0.168 3.854
C 3.204 -0.104 3.344
Br 1.836 -0.002 4.623
C 2.968 -0.091 2.001
O 1.708 -0.222 1.431
C 4.065 0.184 1.132
N 3.776 0.676 -0.113
H 5.189 2.907 -1.963
H 3.506 2.398 -2.055
H 4.766 1.529 -2.968
H 6.914 1.294 -1.143
H 7.454 0.346 1.071
H 4.663 -0.251 4.922
C -1.291 -0.252 3.380
Sb -2.405 -0.882 1.679
C -0.643 -1.658 0.618
C -1.081 -2.160 -0.722
C -2.143 -3.005 -1.021
C -2.332 -3.393 -2.334
C -1.470 -2.919 -3.316
C -0.457 -2.070 -2.944
N -0.269 -1.698 -1.670
Si 0.247 -3.174 1.446
C 0.999 -3.051 3.121
C 1.697 -3.470 0.299
C -0.909 -4.616 1.500
C -2.709 1.098 0.719
C -1.521 1.911 0.293
C -1.721 3.242 -0.135
C -0.682 4.129 -0.291
C 0.624 3.701 -0.051
C 0.808 2.388 0.223
N -0.223 1.482 0.351
Si -3.558 2.128 2.155
C -2.241 2.727 3.333
C -4.441 3.680 1.655
C -4.811 1.025 2.973
Si -3.917 0.797 -0.775
C -2.844 0.579 -2.282
C -4.959 -0.707 -0.473
C -5.115 2.146 -1.192
H -0.683 -1.099 3.681
H -1.935 0.032 4.210
H -0.643 0.568 3.119
H -2.795 -3.357 -0.232
H -3.141 -4.069 -2.594
H -1.579 -3.205 -4.355
H 0.228 -1.677 -3.682
H 1.755 -2.269 3.200
H 1.502 -4.020 3.262
H 0.281 -2.935 3.943
H 2.446 -2.679 0.439
H 1.423 -3.530 -0.755
H 2.207 -4.409 0.558
H -1.839 -4.354 2.024
H -0.421 -5.415 2.073
H -1.168 -5.016 0.514
H -2.745 3.570 -0.285
H -0.879 5.157 -0.579
H 1.474 4.372 -0.111
H 1.810 2.001 0.340
H -1.232 2.727 2.901
H -2.207 2.140 4.258
H -2.478 3.762 3.613
H -3.752 4.517 1.487
H -5.060 3.948 2.528
H -5.111 3.597 0.799
H -4.437 0.041 3.288
H -5.682 0.867 2.321
H -5.164 1.538 3.881
H -1.886 0.118 -2.044
H -2.656 1.550 -2.765
H -3.347 -0.065 -3.018
H -4.440 -1.635 -0.732
H -5.853 -0.631 -1.108
H -5.296 -0.786 0.566
H -4.668 3.132 -1.375
H -5.906 2.249 -0.439
H -5.599 1.828 -2.129
S 0.895 1.596 -4.338
C 0.635 1.446 -2.670
N 1.249 0.470 -2.074
C 1.971 -0.309 -3.010
C 2.712 -1.460 -2.746
C 3.340 -2.098 -3.793
C 3.249 -1.598 -5.105
C 2.528 -0.454 -5.377
C 1.888 0.178 -4.309
H 0.006 2.163 -2.151
H 2.816 -1.835 -1.738
H 3.923 -2.994 -3.602
H 3.752 -2.118 -5.915
H 2.461 -0.059 -6.388
*
```

The value obtained for the HOMO energy is -13.162 eV. As for the calculated total energy: -9313.905838 Eh. The max |F| comes out at 1.83 eV/A. For the energy above the lowest of the compared OMol25 structures with the same formula, charge and spin, the calculation gives 1.073 eV. The calculation puts the HOMO-LUMO gap at 6.907 eV.



# 2
A molecular structure, C39H49Br2N6O3S3Si3Zr, computed with the ωB97M-V functional and the def2-TZVPD basis.

```
! RIJCOSX wB97M-V def2-TZVPD def2/J DEFGRID3
* xyz 1 1
Zr 0.251 0.323 -0.501
C 3.135 -0.692 4.814
S 2.945 -1.693 3.348
C 3.082 -0.521 2.094
S 3.445 1.033 2.250
N 2.983 -1.169 0.744
N 2.350 -0.300 -0.231
C 3.125 0.122 -1.318
C 2.469 0.311 -2.488
C 3.133 0.805 -3.677
C 2.459 0.941 -4.828
C 1.059 0.586 -4.868
C 0.455 0.170 -3.742
N 1.074 0.066 -2.506
H 3.125 -1.396 5.645
H 4.077 -0.149 4.783
H 2.304 0.007 4.900
H 4.187 0.297 -1.235
H 4.190 1.034 -3.609
H 2.959 1.293 -5.721
H 0.498 0.630 -5.791
H -0.581 -0.133 -3.771
Br 3.600 5.392 -4.097
C 2.586 4.306 -2.953
C 3.145 3.802 -1.796
C 2.371 2.947 -1.029
N 1.120 2.605 -1.351
C 0.567 3.183 -2.428
C 1.268 4.023 -3.269
C -0.895 2.952 -2.532
C -1.784 3.775 -3.087
C -3.216 3.741 -2.747
Br -4.012 5.464 -2.868
C -3.989 2.745 -2.299
C -3.674 1.291 -2.282
N -1.345 1.941 -1.644
H 4.157 4.043 -1.505
H 2.763 2.514 -0.117
H 0.803 4.438 -4.152
H -1.443 4.613 -3.680
H -5.003 2.995 -2.016
H -4.443 0.631 -1.902
C 2.058 -4.027 1.371
Si 1.723 -2.620 0.204
C 2.582 -3.177 -1.337
C 4.405 -1.537 0.416
C 0.010 -1.997 0.079
Si -1.071 -2.198 1.639
C -1.048 -3.950 2.350
C -0.528 -1.154 3.112
C -2.881 -1.825 1.309
Si -0.920 -2.822 -1.318
C -1.862 -4.377 -0.911
C -0.074 -3.232 -2.934
C -2.107 -1.471 -1.957
C -2.983 -1.626 -3.105
C -3.180 -0.572 -3.917
C -2.911 0.795 -3.501
C -2.252 0.909 -2.101
N -1.737 -0.295 -1.569
H 3.130 -4.227 1.448
H 1.593 -4.911 0.917
H 1.648 -3.926 2.370
H 3.561 -3.589 -1.095
H 2.684 -2.405 -2.102
H 2.012 -4.002 -1.757
H 4.479 -1.847 -0.615
H 4.694 -2.348 1.081
H 5.036 -0.670 0.593
H -0.276 -4.061 3.112
H -0.895 -4.736 1.607
H -2.011 -4.144 2.835
H -0.160 -1.811 3.902
H -1.392 -0.610 3.508
H 0.252 -0.419 2.900
H -3.388 -2.643 0.796
H -3.044 -0.909 0.741
H -3.367 -1.703 2.283
H -1.152 -5.188 -0.717
H -2.466 -4.677 -1.773
H -2.516 -4.302 -0.045
H 0.403 -4.212 -2.905
H 0.658 -2.490 -3.249
H -0.852 -3.286 -3.702
H -3.254 -2.625 -3.422
H -3.549 -0.722 -4.925
H -2.714 1.541 -4.259
H -1.760 2.417 -0.841
C -2.609 2.397 7.183
C -2.122 2.255 5.766
C -3.016 1.995 4.727
C -2.582 1.886 3.418
C -1.225 2.042 3.159
C -0.311 2.296 4.166
C -0.770 2.401 5.467
S -0.691 1.967 1.508
O 0.717 1.498 1.374
O -0.948 3.256 0.927
O -1.443 0.849 0.834
H -3.541 1.855 7.338
H -2.794 3.448 7.417
H -1.871 2.027 7.894
H -4.070 1.874 4.949
H -3.278 1.670 2.617
H 0.744 2.400 3.936
H -0.065 2.599 6.266
*
```

The value obtained for the HOMO energy is -8.592 eV. As for the calculated total energy: -9327.862772 Eh. The max |F| comes out at 1.82 eV/A. For the energy above the lowest of the compared OMol25 structures with the same formula, charge and spin, the calculation gives 0.000 eV. The calculation puts the HOMO-LUMO gap at 5.811 eV.



# 3
A molecular structure, C39H49ClFHfN6O7S3, computed with the ωB97M-V functional and the def2-TZVPD basis.

```
! RIJCOSX wB97M-V def2-TZVPD def2/J DEFGRID3
* xyz 1 1
Hf 1.843 -1.590 -0.304
N 3.989 -0.410 -0.472
C 4.509 -0.079 -1.854
C 4.379 -1.251 -2.825
C 2.924 -1.426 -3.263
O 2.512 -1.762 -4.399
O 2.039 -1.145 -2.284
H 3.982 0.467 0.041
H 4.662 -1.008 0.025
H 5.586 0.121 -1.740
H 4.077 0.876 -2.169
H 4.745 -2.219 -2.400
H 4.923 -1.126 -3.764
C -0.175 -3.332 -2.003
O -0.236 -2.406 -0.846
C -1.550 -1.722 -0.825
C -2.638 -2.484 -0.082
O -3.453 -1.455 0.576
C -4.298 -1.870 1.658
H -0.724 -4.201 -1.691
H 0.904 -3.546 -2.236
H -0.742 -2.885 -2.818
H -1.829 -1.566 -1.872
H -1.399 -0.746 -0.294
H -2.231 -3.197 0.712
H -3.223 -3.048 -0.816
H -3.755 -1.991 2.634
H -4.908 -2.761 1.411
H -5.034 -1.098 1.776
S -1.909 0.193 -5.392
C -0.306 -0.423 -5.606
C -0.297 -1.765 -5.782
N -1.525 -2.372 -5.737
C -2.459 -1.454 -5.553
H 0.567 0.227 -5.558
H 0.548 -2.369 -6.054
H -3.522 -1.648 -5.488
O 4.555 -6.686 -3.781
S 3.276 -6.449 -3.132
O 2.085 -6.675 -3.942
N 3.194 -4.887 -2.496
C 3.214 -4.934 -1.179
S 3.300 -3.615 -0.134
C 3.280 -6.320 -0.607
C 3.161 -6.687 0.752
C 3.052 -8.063 0.993
C 3.148 -8.973 -0.041
C 3.150 -8.629 -1.388
C 3.316 -7.279 -1.624
H 3.120 -5.978 1.587
H 2.840 -8.420 2.001
H 3.117 -10.018 0.236
H 2.933 -9.305 -2.212
F 2.511 -2.162 5.866
C 2.281 -1.976 4.548
C 2.481 -0.715 3.994
C 2.284 -0.646 2.614
C 1.718 -1.677 1.853
C 1.354 -2.808 2.537
C 1.780 -3.036 3.867
H 2.841 0.107 4.573
H 2.634 0.238 2.126
H 0.735 -3.592 2.054
H 1.539 -3.969 4.428
C -0.927 2.585 3.448
C -0.891 4.057 3.044
C -1.883 4.666 3.997
C 0.488 4.681 3.305
C -1.251 4.328 1.515
O -1.243 5.751 1.519
C -2.625 3.674 1.101
C -3.316 4.208 -0.178
C -3.984 5.575 -0.073
C -5.103 5.775 0.707
C -5.731 7.042 0.820
C -5.248 8.131 0.039
Cl -6.240 9.521 -0.128
C -4.047 7.950 -0.658
C -3.412 6.702 -0.706
C -0.062 4.029 0.515
N 0.195 2.561 0.131
C 0.827 1.528 0.668
N 1.229 0.636 -0.291
C 0.803 1.279 -1.415
N 0.255 2.429 -1.291
H -0.997 2.569 4.555
H -0.116 1.960 3.089
H -1.801 2.021 3.023
H -1.421 4.713 4.977
H -2.839 4.150 4.087
H -2.124 5.712 3.745
H 0.633 4.777 4.408
H 0.591 5.674 2.835
H 1.307 3.990 2.972
H -1.788 6.244 0.854
H -3.281 3.755 1.982
H -2.398 2.594 0.938
H -4.091 3.473 -0.504
H -2.657 4.265 -1.055
H -5.490 4.882 1.260
H -6.668 7.166 1.401
H -3.628 8.807 -1.181
H -2.615 6.554 -1.441
H 0.857 4.505 0.909
H -0.307 4.521 -0.432
H 1.139 1.345 1.681
H 0.992 0.840 -2.371
*
```

The value obtained for the HOMO energy is -10.882 eV. As for the calculated total energy: -4173.140285 Eh. The max |F| comes out at 4.22 eV/A. For the energy above the lowest of the compared OMol25 structures with the same formula, charge and spin, the calculation gives 2.517 eV. The calculation puts the HOMO-LUMO gap at 7.603 eV.



# 4
A molecular structure, C39H50N2O4ReSSb, computed with the ωB97M-V functional and the def2-TZVPD basis.

```
! RIJCOSX wB97M-V def2-TZVPD def2/J DEFGRID3
* xyz 4 1
Re 7.563 -13.741 12.570
C 6.977 -17.016 8.341
N 6.765 -15.710 8.972
C 5.916 -14.737 8.132
C 7.191 -15.428 10.153
O 7.019 -14.291 10.713
C 7.883 -16.340 11.112
O 7.674 -15.897 12.512
C 6.615 -16.598 13.194
C 5.822 -15.597 14.019
O 6.008 -14.333 13.807
N 4.984 -15.973 14.945
C 4.379 -15.061 15.948
C 4.638 -17.377 15.068
H 6.011 -17.419 8.079
H 7.568 -17.737 8.902
H 7.436 -16.748 7.412
H 6.480 -14.557 7.235
H 5.723 -13.856 8.720
H 5.014 -15.277 7.877
H 8.935 -16.295 10.989
H 7.572 -17.402 11.020
H 7.012 -17.399 13.797
H 5.868 -17.024 12.503
H 4.908 -14.102 15.873
H 4.535 -15.518 16.909
H 3.276 -14.945 15.813
H 3.736 -17.512 15.629
H 5.376 -17.917 15.615
H 4.443 -17.911 14.121
C 4.951 -8.513 14.977
C 5.795 -7.869 14.088
C 6.426 -8.535 13.074
C 6.232 -9.929 12.903
C 5.372 -10.587 13.816
C 4.745 -9.872 14.835
Sb 7.116 -11.191 11.457
C 5.817 -11.176 9.784
C 6.374 -11.034 8.532
C 5.533 -11.066 7.396
C 4.184 -11.376 7.597
C 3.670 -11.570 8.865
C 4.473 -11.432 9.989
C 9.010 -10.908 10.574
C 9.661 -9.710 10.272
C 10.847 -9.732 9.522
C 11.409 -10.932 9.100
C 10.743 -12.138 9.368
C 9.542 -12.119 10.084
H 4.424 -7.929 15.738
H 5.993 -6.823 14.274
H 7.066 -7.987 12.397
H 5.236 -11.667 13.737
H 4.024 -10.381 15.494
H 7.393 -10.868 8.327
H 5.954 -10.798 6.448
H 3.556 -11.506 6.751
H 2.638 -11.824 8.973
H 4.071 -11.531 10.987
H 9.295 -8.769 10.635
H 11.312 -8.757 9.292
H 12.358 -10.972 8.539
H 11.224 -13.092 9.072
H 9.043 -13.088 10.233
C 12.537 -13.689 17.102
C 13.155 -14.476 15.967
C 12.775 -14.234 14.482
S 11.246 -14.978 13.767
O 10.122 -13.966 14.382
C 10.975 -16.571 14.588
C 10.307 -16.561 15.964
C 8.848 -16.988 15.923
H 12.992 -14.027 18.065
H 11.431 -13.937 17.118
H 12.658 -12.594 17.034
H 13.050 -15.553 16.174
H 14.232 -14.314 15.972
H 13.494 -14.709 13.800
H 12.644 -13.193 14.241
H 11.960 -17.094 14.487
H 10.399 -17.087 13.789
H 10.419 -15.561 16.351
H 10.828 -17.282 16.603
H 8.278 -16.230 15.364
H 8.440 -16.918 16.933
H 8.702 -17.967 15.492
C 8.997 -13.510 13.736
C 8.300 -12.441 14.516
C 8.711 -11.089 14.332
C 8.407 -10.133 15.265
C 7.624 -10.459 16.351
C 7.167 -11.765 16.576
C 7.595 -12.741 15.697
H 9.313 -10.782 13.489
H 8.547 -9.098 15.001
H 7.261 -9.667 17.001
H 6.505 -11.992 17.391
H 7.358 -13.813 15.808
*
```

The value obtained for the HOMO energy is -18.187 eV. As for the calculated total energy: -2641.731866 Eh. The max |F| comes out at 2.21 eV/A. The calculation puts the HOMO-LUMO gap at 6.387 eV.



Number 1: LUMO energy -6.3 eV. Number 2: LUMO energy -2.8 eV. Number 3: LUMO energy -3.3 eV. Number 4: LUMO energy -11.8 eV.